C9H32ClN10O13 | wB97M-V/def2-TZVPD

## Properties
electronic energy = -63893.354 eV
HOMO energy = -7.262 eV

```
! wB97M-V def2-TZVPD RIJCOSX def2/J DEFGRID3
* xyz -1 1
Cl 0.81 1.33 0.50
O 2.09 1.26 1.30
O -0.11 2.18 1.23
O 1.10 2.00 -0.74
O 0.27 0.05 0.24
C 4.67 3.09 -2.66
C 3.74 3.35 -1.54
O 4.13 2.55 -0.45
O 4.70 1.68 -2.98
H 5.73 3.37 -2.33
H 4.35 3.63 -3.52
H 2.71 3.20 -1.87
H 3.71 4.38 -1.34
H 3.45 2.04 -0.07
H 4.48 1.19 -2.20
C -0.38 -3.77 -2.46
C -0.87 -2.33 -2.36
O -1.94 -2.26 -1.47
O 0.20 -4.16 -1.17
H 0.43 -3.73 -3.13
H -1.16 -4.43 -2.90
H -1.10 -1.96 -3.42
H -0.07 -1.75 -1.84
H -2.52 -1.49 -1.73
H -0.53 -4.11 -0.54
C -0.51 1.56 4.47
O -0.27 0.61 5.18
N 0.41 2.56 4.24
N -1.77 1.79 3.90
H 0.20 2.99 3.32
H 1.35 2.25 4.02
H -1.68 2.15 2.96
H -2.41 1.04 3.98
C 0.12 0.43 -3.88
O -0.20 -0.32 -4.81
N 1.47 0.83 -3.73
N -0.71 0.98 -2.96
H 2.02 0.43 -4.50
H 1.82 0.86 -2.76
H -1.73 0.75 -2.73
H -0.18 1.32 -2.13
C -2.43 -1.14 2.73
O -3.44 -0.33 2.83
N -1.72 -1.62 3.77
N -2.19 -1.92 1.61
H -1.85 -1.17 4.63
H -0.87 -2.19 3.57
H -2.48 -1.72 0.67
H -1.32 -2.53 1.69
C 1.41 -2.20 1.75
O 0.59 -3.02 2.19
N 1.74 -1.13 2.53
N 1.91 -2.35 0.47
H 1.99 -0.25 2.12
H 1.16 -1.08 3.40
H 1.30 -3.01 -0.08
H 2.04 -1.46 0.05
C -3.99 0.13 -0.63
O -3.96 0.01 -1.88
N -3.26 1.11 -0.01
N -4.66 -0.67 0.14
H -3.22 1.06 1.00
H -2.45 1.58 -0.37
H -4.80 -0.45 1.12
H -5.31 -1.21 -0.42
*
```

C7H18NOSi | wB97M-V/def2-TZVPD

## Properties
structure (SMILES) = C[SiH](C)C(=[NH2+])CCCCO
electronic energy = -18958.593 eV
HOMO energy = -14.174 eV
energy relative to the best compared isomer or geometry (same formula, charge and spin) = 2.249 eV

```
! wB97M-V def2-TZVPD RIJCOSX def2/J DEFGRID3
* xyz 1 1
C -1.15 2.00 2.38
Si 0.02 2.09 0.92
C -0.31 3.48 -0.24
C -0.27 0.49 -0.09
N 0.04 0.44 -1.30
C -0.51 -0.81 0.63
C -0.44 -2.07 -0.20
C 0.93 -2.70 -0.13
C 1.65 -2.62 -1.38
O 1.89 -1.30 -1.92
H -2.13 1.83 1.88
H -1.04 1.43 3.24
H -1.15 3.14 2.77
H 1.34 1.94 1.44
H -1.34 3.65 -0.54
H 0.06 4.44 0.25
H 0.31 3.27 -1.08
H 0.32 1.21 -1.82
H 0.11 -0.40 -1.78
H -1.58 -0.63 1.03
H 0.18 -0.82 1.44
H -0.68 -1.91 -1.25
H -1.16 -2.92 -0.04
H 1.52 -2.28 0.55
H 0.97 -3.80 0.00
H 2.74 -3.15 -1.34
H 1.12 -3.12 -2.19
H 2.66 -0.99 -1.43
*
```

C5H11N | wB97M-V/def2-TZVPD

## Properties
electronic energy = -6850.868 eV
HOMO energy (alpha / beta) = -6.509 / -6.509 eV
energy relative to the best compared isomer or geometry (same formula, charge and spin) = 2.660 eV

```
! wB97M-V def2-TZVPD RIJCOSX def2/J DEFGRID3
* xyz 0 1
C -1.69 -1.79 0.37
C -0.25 -1.28 0.43
C -0.13 0.20 0.68
C 1.40 1.97 0.54
N 0.65 1.02 -0.04
C 0.69 0.92 -1.50
H -2.27 -1.41 1.22
H -2.18 -1.45 -0.55
H -1.73 -2.89 0.41
H 0.26 -1.80 1.26
H 0.29 -1.57 -0.47
H -0.34 0.57 1.68
H 1.61 1.86 1.59
H 1.60 2.89 0.01
H -0.07 0.23 -1.86
H 1.69 0.61 -1.84
H 0.47 1.92 -1.91
*
```

C27H44AlN3OP3 | wB97M-V/def2-TZVPD

## Properties
electronic energy = -69669.123 eV
HOMO energy = -15.178 eV
energy relative to the best compared isomer or geometry (same formula, charge and spin) = 0.000 eV

```
! wB97M-V def2-TZVPD RIJCOSX def2/J DEFGRID3
* xyz 3 1
Al 1.31 0.25 -0.89
P -3.38 -0.66 0.24
P 0.37 -1.70 -2.03
P 0.00 2.11 0.45
H 1.94 0.82 -4.59
C 2.88 1.39 -4.41
C 3.99 0.85 -3.89
H 4.12 -0.23 -3.83
C -4.53 0.50 -0.53
C -3.87 -2.35 -0.21
C -3.49 -0.44 2.03
C 1.73 -1.96 -3.23
C -0.01 -3.46 -1.50
C -1.10 -1.34 -3.07
C 1.24 3.44 0.68
C -0.75 2.22 2.16
C -1.23 2.96 -0.61
H 2.96 2.40 -4.87
H 4.86 1.48 -3.67
H -5.47 0.51 0.04
H -4.75 0.20 -1.57
H -4.13 1.53 -0.58
H -4.97 -2.33 -0.26
H -3.56 -3.05 0.58
H -3.44 -2.70 -1.17
H -4.54 -0.18 2.28
H -2.85 0.38 2.39
H -3.20 -1.34 2.59
H 1.60 -2.96 -3.69
H 2.70 -1.92 -2.71
H 1.71 -1.19 -4.02
H 0.04 -4.07 -2.42
H -1.02 -3.59 -1.06
H 0.75 -3.79 -0.77
H -1.41 -2.27 -3.58
H -0.85 -0.58 -3.83
H -1.93 -0.97 -2.44
H 1.01 4.12 1.51
H 1.38 4.03 -0.23
H 2.19 2.93 0.87
H -0.31 3.07 2.70
H -0.62 1.35 2.81
H -1.84 2.37 2.04
H -0.92 4.00 -0.82
H -2.19 2.97 -0.06
H -1.43 2.49 -1.59
C 2.42 2.74 -1.95
C 1.46 2.93 -2.98
C 1.18 4.24 -3.37
C 2.03 5.29 -2.98
C 3.16 5.02 -2.17
C 3.31 3.76 -1.59
O 2.53 1.55 -1.28
H -2.08 -0.41 -0.28
H 0.96 2.08 -3.46
H 0.32 4.46 -4.02
H 1.86 6.28 -3.38
H 3.94 5.75 -1.95
H 4.11 3.53 -0.87
N -2.15 -5.89 7.14
C -1.68 -5.19 6.32
C -1.04 -4.28 5.37
C 0.10 -3.57 5.79
C 0.74 -2.68 4.94
C 0.27 -2.55 3.62
C -0.87 -3.24 3.19
C -1.52 -4.10 4.07
N 0.98 -1.72 2.70
C 2.12 -0.96 3.01
C 2.46 -0.24 1.93
N 1.57 -0.58 0.88
C 0.68 -1.46 1.41
H 0.49 -3.73 6.80
H 1.57 -2.09 5.32
H -1.26 -3.08 2.17
H -2.40 -4.67 3.75
H 2.59 -1.00 3.98
H 3.25 0.49 1.79
H -0.10 -1.92 0.83
*
```

Copy entry 2 word for word.
C7H18NOSi | wB97M-V/def2-TZVPD

## Properties
structure (SMILES) = C[SiH](C)C(=[NH2+])CCCCO
electronic energy = -18958.593 eV
HOMO energy = -14.174 eV
energy relative to the best compared isomer or geometry (same formula, charge and spin) = 2.249 eV

```
! wB97M-V def2-TZVPD RIJCOSX def2/J DEFGRID3
* xyz 1 1
C -1.15 2.00 2.38
Si 0.02 2.09 0.92
C -0.31 3.48 -0.24
C -0.27 0.49 -0.09
N 0.04 0.44 -1.30
C -0.51 -0.81 0.63
C -0.44 -2.07 -0.20
C 0.93 -2.70 -0.13
C 1.65 -2.62 -1.38
O 1.89 -1.30 -1.92
H -2.13 1.83 1.88
H -1.04 1.43 3.24
H -1.15 3.14 2.77
H 1.34 1.94 1.44
H -1.34 3.65 -0.54
H 0.06 4.44 0.25
H 0.31 3.27 -1.08
H 0.32 1.21 -1.82
H 0.11 -0.40 -1.78
H -1.58 -0.63 1.03
H 0.18 -0.82 1.44
H -0.68 -1.91 -1.25
H -1.16 -2.92 -0.04
H 1.52 -2.28 0.55
H 0.97 -3.80 0.00
H 2.74 -3.15 -1.34
H 1.12 -3.12 -2.19
H 2.66 -0.99 -1.43
*
```